Here is a structure of composition C58H60KN6O4PS from the OMol25 dataset. Energies are from ωB97M-V with the def2-TZVPD basis set.

The geometry in ORCA input format:
```
! RIJCOSX wB97M-V def2-TZVPD def2/J DEFGRID3
* xyz 0 1
K 0.160 -0.129 -0.450
C 0.981 -2.342 2.972
C 2.175 -1.626 2.413
C 2.748 -2.029 1.207
C 3.807 -1.323 0.653
C 4.331 -0.218 1.309
C 3.793 0.168 2.527
C 2.721 -0.527 3.066
H 1.065 -3.420 2.831
H 0.062 -2.023 2.468
H 0.863 -2.139 4.037
H 2.368 -2.911 0.704
H 4.233 -1.649 -0.288
H 5.161 0.329 0.880
H 4.199 1.021 3.055
H 2.292 -0.203 4.008
C -3.249 -7.773 -0.941
O -3.356 -6.366 -0.943
C -4.254 -5.799 -0.077
C -5.188 -6.507 0.655
C -6.035 -5.835 1.531
C -5.930 -4.465 1.667
C -4.991 -3.747 0.933
C -4.147 -4.399 0.046
N -3.153 -3.792 -0.731
C -2.574 -2.538 -0.440
N -3.468 -1.539 -0.520
C -3.455 -0.144 -0.199
C -2.352 0.543 0.301
C -2.612 1.912 0.517
C -3.821 2.539 0.274
C -4.895 1.805 -0.223
C -4.707 0.458 -0.458
O -5.696 -0.372 -0.956
C -6.973 0.185 -1.162
N -1.302 -2.418 -0.252
C -0.549 -3.589 -0.104
C 0.515 -3.853 -0.957
C 1.309 -4.986 -0.810
C 1.051 -5.868 0.222
C 0.014 -5.613 1.115
C -0.775 -4.484 0.966
O -1.784 -4.136 1.805
C -2.097 -5.012 2.867
H -2.410 -8.012 -1.590
H -4.156 -8.242 -1.331
H -3.049 -8.155 0.065
H -5.262 -7.581 0.551
H -6.767 -6.391 2.101
H -6.577 -3.932 2.352
H -4.909 -2.679 1.070
H -2.473 -4.472 -1.043
H -4.344 -1.835 -0.924
H -1.809 2.554 0.873
H -3.939 3.605 0.447
H -5.845 2.283 -0.418
H -7.607 -0.630 -1.506
H -6.950 0.972 -1.922
H -7.383 0.596 -0.234
H 0.733 -3.132 -1.736
H 2.128 -5.164 -1.494
H 1.658 -6.753 0.354
H -0.167 -6.299 1.932
H -2.926 -4.547 3.395
H -1.249 -5.136 3.548
H -2.414 -5.991 2.494
C -1.561 2.472 -2.763
P -0.121 3.111 -1.825
C 1.065 3.422 -3.180
C 1.866 4.562 -3.222
C 2.829 4.714 -4.208
C 3.013 3.728 -5.166
C 2.230 2.583 -5.124
C 1.268 2.429 -4.138
C -0.718 4.795 -1.443
C -0.782 5.175 -0.107
C -1.246 6.434 0.253
C -1.660 7.321 -0.727
C -1.609 6.950 -2.065
C -1.139 5.696 -2.420
H -1.449 1.393 -2.860
H -1.664 2.933 -3.747
H -2.455 2.654 -2.166
H 1.729 5.344 -2.486
H 3.438 5.610 -4.228
H 3.764 3.849 -5.936
H 2.373 1.802 -5.862
H 0.689 1.513 -4.096
H -0.464 4.477 0.658
H -1.277 6.720 1.298
H -2.021 8.304 -0.452
H -1.933 7.643 -2.832
H -1.089 5.416 -3.466
N -0.807 5.593 4.646
C -0.674 6.873 5.137
C -1.508 7.677 5.905
C -1.037 8.938 6.215
C 0.219 9.383 5.777
C 1.042 8.580 5.014
C 0.584 7.304 4.689
N 1.187 6.310 3.944
C 0.339 5.318 3.938
C 0.548 4.057 3.227
C -0.326 2.980 3.332
C -0.100 1.854 2.552
N 0.913 1.752 1.701
C 1.763 2.774 1.622
C 1.635 3.936 2.360
H -1.606 4.993 4.740
H -2.478 7.338 6.244
H -1.651 9.601 6.811
H 0.544 10.379 6.046
H 2.010 8.918 4.672
H -1.190 2.987 3.985
H -0.787 1.015 2.576
H 2.583 2.661 0.921
H 2.334 4.752 2.248
O 0.125 -0.633 -2.881
S -0.906 -1.545 -3.475
C -1.531 -0.723 -4.972
C -0.528 -1.010 -6.077
C -0.230 -2.500 -5.950
C 0.051 -2.750 -4.471
H -1.677 0.327 -4.727
H -2.506 -1.171 -5.183
H 0.379 -0.423 -5.912
H -0.924 -0.746 -7.058
H 0.613 -2.818 -6.563
H -1.102 -3.075 -6.270
H 1.081 -2.504 -4.208
H -0.168 -3.761 -4.130
*
```

As for the LUMO energy: 0.257 eV. As for the HOMO-LUMO gap: 6.5 eV.

Results of the Mulliken charge analysis, in e, for atoms 1 through 99: 1.38, -1.24, 0.59, -0.05, -0.62, -0.49, -0.58, -0.40, 0.35, 0.07, 0.48, 0.44, 0.45, 0.43, 0.38, 0.32, -1.04, -0.33, 1.40, -0.49, -0.68, -1.16, -0.63, -0.16, -0.08, -1.45, 0.63, -1.13, 0.49, 0.20, -1.19, -0.78, 1.30, -0.43, -1.03, 1.06, -0.50, -0.46, -0.86, -1.13, -0.34, 0.64, 0.01, -1.27, 0.27, 0.35, 0.42, 0.40, 0.40, 0.40, 0.49, 0.60, 0.45, -0.15, 0.41, 0.40, 0.28, 0.36, 0.38, 0.62, 0.43, 0.41, 0.55, 0.27, 0.34, 0.39, -0.79, 1.40, 0.11, -0.66, -0.61, -0.58, -0.59, -0.34, -0.36, 0.33, -0.60, -0.58, -0.74, -0.21, -0.44, 0.55, 0.41, 0.40, 0.39, 0.38, 0.39, 0.25, -0.17, 0.48, 0.39, 0.40, 0.33, 0.05, 0.72, -1.08, -0.41, -0.47, -0.80

Here is a cluster of 8 separate species, C21H48BI2N9O15P in total from the OMol25 dataset. Energies are from ωB97M-V with the def2-TZVPD basis set.

The geometry in ORCA input format:
```
! RIJCOSX wB97M-V def2-TZVPD def2/J DEFGRID3
* xyz 1 1
C 0.791 4.535 0.071
C -0.288 3.566 -0.412
C -0.222 2.246 0.365
N 0.090 1.078 -0.458
C 1.176 0.943 -1.315
B 2.345 1.992 -1.609
C 3.707 1.990 -0.828
O 2.056 2.896 -2.575
C 1.034 -0.304 -1.883
I 2.339 -1.034 -3.319
N -0.102 -0.899 -1.368
C -0.653 -2.198 -1.704
I -1.410 -2.187 -3.730
C 0.283 -3.361 -1.455
C 0.503 -3.592 0.036
C -0.662 -0.033 -0.490
P -2.194 -0.478 0.428
C -3.434 0.759 -0.127
C -3.434 0.967 -1.642
C -1.890 -0.116 2.208
C -1.594 -1.436 2.941
H 0.729 4.657 1.150
H 0.691 5.505 -0.403
H 1.791 4.168 -0.154
H -1.241 4.060 -0.278
H -0.132 3.398 -1.473
H -1.195 2.049 0.798
H 0.469 2.325 1.200
H 4.527 1.689 -1.477
H 3.652 1.330 0.033
H 3.899 3.001 -0.476
H 2.837 3.373 -2.878
H -1.536 -2.342 -1.099
H -0.194 -4.241 -1.879
H 1.238 -3.268 -1.958
H 0.938 -2.731 0.537
H -0.404 -3.910 0.542
H 1.225 -4.398 0.149
H -4.391 0.334 0.161
H -3.320 1.713 0.385
H -4.049 1.828 -1.886
H -3.874 0.119 -2.158
H -2.438 1.154 -2.038
H -2.828 0.282 2.588
H -1.111 0.616 2.391
H -2.182 -2.233 2.496
H -0.545 -1.707 2.864
H -1.893 -1.361 3.980
C -2.121 0.278 7.400
N -1.777 0.816 6.055
O -0.691 1.334 5.912
O -2.610 0.699 5.180
H -1.283 0.456 8.062
H -3.014 0.796 7.735
H -2.318 -0.784 7.281
C 0.855 1.836 -5.717
N 1.231 2.408 -7.039
O 2.312 2.952 -7.125
O 0.427 2.285 -7.934
H 1.665 2.017 -5.023
H -0.057 2.329 -5.394
H 0.687 0.772 -5.859
C -0.717 -4.690 -7.079
N -0.206 -6.079 -6.914
O 0.827 -6.371 -7.474
O -0.863 -6.817 -6.211
H -0.033 -4.144 -7.718
H -1.706 -4.753 -7.521
H -0.767 -4.260 -6.082
C -4.016 7.194 0.452
N -2.808 6.352 0.231
O -2.477 6.113 -0.912
O -2.225 5.951 1.218
H -4.420 7.470 -0.513
H -4.721 6.602 1.027
H -3.701 8.066 1.017
C 5.497 -1.479 -1.071
N 5.987 -2.279 0.086
O 5.296 -2.292 1.084
O 7.035 -2.861 -0.058
H 4.553 -1.028 -0.791
H 6.247 -0.726 -1.294
H 5.377 -2.161 -1.908
C 2.574 1.619 5.785
N 3.150 0.874 6.939
O 2.530 0.882 7.980
O 4.202 0.304 6.749
H 1.641 2.069 6.097
H 3.299 2.370 5.487
H 2.416 0.899 4.988
C -1.911 -7.126 2.405
N -2.230 -5.796 2.994
O -1.888 -5.582 4.135
O -2.823 -5.006 2.284
H -1.391 -7.713 3.152
H -2.852 -7.588 2.121
H -1.292 -6.954 1.531
*
```

As for the LUMO energy: -3.039 eV. As for the HOMO-LUMO gap: 8.9 eV.

Mulliken analysis output, partial charges in e: -1.43, -0.21, -0.58, 1.01, 0.09, 0.75, -1.08, -0.49, -1.26, 0.15, 1.20, -1.31, 0.12, -0.28, -1.09, -0.23, 0.02, -0.62, -1.23, -0.45, -1.29, 0.45, 0.37, 0.24, 0.16, 0.25, 0.08, 0.45, 0.29, 0.35, 0.40, 0.29, 0.60, 0.51, 0.15, 0.22, 0.24, 0.47, 0.53, 0.42, 0.39, 0.34, 0.21, 0.52, 0.39, 0.29, 0.30, 0.33, -0.77, 0.83, -0.48, -0.50, 0.30, 0.31, 0.30, -0.50, 0.92, -0.54, -0.55, 0.09, 0.28, 0.28, -0.56, 0.88, -0.52, -0.52, 0.30, 0.29, 0.07, -0.75, 0.85, -0.50, -0.48, 0.31, 0.29, 0.29, -0.46, 0.93, -0.54, -0.55, 0.00, 0.30, 0.32, -0.69, 0.92, -0.52, -0.54, 0.28, 0.30, 0.26, -0.71, 0.87, -0.52, -0.50, 0.30, 0.31, 0.25

Here is a structure of composition C22H23BF5N6O2ReSSbSe4 from the OMol25 dataset. Energies are from ωB97M-V with the def2-TZVPD basis set.

The geometry in ORCA input format:
```
! RIJCOSX wB97M-V def2-TZVPD def2/J DEFGRID3
* xyz 1 1
Re -0.255 -1.175 -0.611
C -3.375 -0.438 -2.732
C -3.094 0.294 -1.470
C -3.893 1.305 -0.940
C -3.224 1.787 0.162
C -3.612 2.876 1.105
N -2.089 1.081 0.302
N -2.002 0.140 -0.697
B -0.824 1.492 1.079
N -0.480 0.336 2.015
N -0.198 -0.869 1.458
C 0.093 -1.718 2.476
C 0.427 -3.161 2.324
C -0.007 -1.028 3.672
C -0.374 0.271 3.343
C -0.652 1.433 4.235
N 0.340 1.692 0.075
N 0.637 0.736 -0.854
C 1.554 1.258 -1.693
C 2.072 0.561 -2.904
C 1.861 2.545 -1.275
C 1.073 2.787 -0.161
C 0.992 4.014 0.684
H -4.123 -1.220 -2.587
H -3.769 0.269 -3.461
H -2.479 -0.873 -3.139
H -4.836 1.647 -1.329
H -4.634 3.186 0.900
H -3.553 2.542 2.140
H -2.964 3.746 0.997
H -1.000 2.496 1.695
H 1.042 -3.361 1.450
H 0.964 -3.495 3.209
H -0.482 -3.766 2.245
H 0.171 -1.421 4.657
H -0.542 1.129 5.273
H 0.036 2.256 4.042
H -1.666 1.805 4.090
H 1.706 -0.459 -2.991
H 1.752 1.103 -3.794
H 3.163 0.557 -2.900
H 2.555 3.228 -1.735
H 1.734 4.735 0.349
H 0.008 4.478 0.614
H 1.180 3.785 1.732
O -1.763 -3.309 -2.882
C -0.929 -2.536 -3.330
O -0.338 -1.568 -2.707
H -0.592 -2.651 -4.370
F 6.675 0.845 -0.108
C 5.562 0.144 -0.240
C 4.513 0.333 0.643
F 4.623 1.220 1.626
C 3.352 -0.403 0.500
F 2.393 -0.190 1.399
C 3.186 -1.328 -0.527
S 1.719 -2.238 -0.947
C 4.272 -1.507 -1.388
F 4.185 -2.370 -2.397
C 5.443 -0.788 -1.258
F 6.443 -0.970 -2.110
Se -5.666 -4.053 -2.394
Sb -4.064 -4.784 -0.894
Se -1.604 -2.993 -0.326
Se -3.584 -2.726 0.772
Se -3.056 -6.717 -0.113
*
```

As for the LUMO energy (alpha / beta): -5.304 / -5.152 eV. For the energy relative to the best compared isomer or geometry (same formula, charge and spin), the calculation gives 44.0 kJ/mol. As for the HOMO-LUMO gap (alpha / beta): 5.9 / 6.0 eV.

Mulliken analysis output, partial charges in e: 2.58, -1.06, 0.54, -1.49, 0.86, -1.35, 0.51, -0.07, -0.87, 0.64, 0.39, 0.68, -1.70, -1.39, 0.82, -1.31, 0.62, 0.07, 0.61, -1.43, -1.61, 0.95, -1.45, 0.12, 0.45, 0.05, 0.55, 0.39, 0.26, 0.25, -0.04, 0.25, 0.45, 0.26, 0.57, 0.41, 0.25, 0.24, 0.12, 0.41, 0.31, 0.56, 0.42, 0.27, 0.27, -0.41, -0.33, -0.57, 0.33, -0.29, 0.75, -0.11, -0.32, -0.50, -0.26, 0.92, -0.49, 0.00, -0.36, 0.46, -0.29, -0.35, 0.90, 0.16, -0.26, -0.35

Here is the molecule C6H9IO from the OMol25 dataset. Energies are from ωB97M-V with the def2-TZVPD basis set.

The geometry in ORCA input format:
```
! RIJCOSX wB97M-V def2-TZVPD def2/J DEFGRID3
* xyz 0 1
C 2.379 -0.732 1.556
C 1.568 -0.233 0.615
C 0.199 -0.706 0.482
O -0.401 -1.441 1.212
C -0.518 0.070 -0.669
C -1.901 -0.548 -0.933
C -0.631 1.533 -0.358
I 0.587 -0.422 -2.525
H 3.367 -0.535 1.912
H 2.124 -1.449 2.299
H 2.027 0.607 0.139
H -2.473 -0.218 -1.795
H -1.989 -1.663 -1.093
H -2.649 -0.172 -0.145
H -0.710 2.240 -1.289
H 0.402 1.913 0.155
H -1.382 1.759 0.438
*
```

As for the SMILES: C=CC(=O)C(C)(C)I. As for the LUMO energy: -0.119 eV. For the energy relative to the best compared isomer or geometry (same formula, charge and spin), the calculation gives 79.0 kJ/mol. As for the HOMO-LUMO gap: 9.3 eV.

Mulliken analysis output, partial charges in e: -1.00, -0.26, 0.78, -0.54, 0.39, -1.29, -1.08, 0.12, 0.29, 0.28, 0.32, 0.45, 0.35, 0.28, 0.30, 0.27, 0.35